Entry 1:
{
  "formula": "C8H11NO",
  "method": "ωB97M-V/def2-TZVPD",
  "symbols": ["C", "C", "C", "C", "C", "C", "C", "C", "N", "O", "H", "H", "H", "H", "H", "H", "H", "H", "H", "H", "H"],
  "positions_angstrom": [[-0.4526, -1.9919, -0.5922], [-2.1082, -0.2261, 0.5588], [0.7148, -0.6494, 1.3109], [-0.1543, -0.8488, 0.1353], [0.8651, 0.2461, 0.1107], [-3.0247, -0.5917, -0.4813], [0.5116, 1.6233, 0.1337], [2.0750, 0.0252, -0.8252], [-0.8478, -2.9047, -1.1387], [-2.1931, 0.4338, 1.5485], [0.3248, -0.2334, 2.2385], [1.3941, -1.4581, 1.5354], [-4.1268, -0.1064, -0.4183], [-3.1006, -1.6583, -0.3832], [-2.4589, -0.5096, -1.5322], [-0.2431, 1.9339, 0.8940], [0.2225, 1.9440, -0.9510], [1.4309, 2.1389, 0.5140], [1.7184, -0.1423, -1.8235], [2.4694, -1.0536, -0.6501], [3.0208, 0.7129, -0.6293]],
  "forces_ev_per_angstrom": [[1.3, 1.0, 0.6], [3.7, 1.6, 1.5], [0.2, -0.1, 0.7], [-4.0, 1.9, 1.4], [1.9, -3.0, -0.8], [-1.6, 0.6, -2.8], [-0.8, 3.6, -0.1], [1.9, -2.3, 1.7], [-0.7, -2.0, -1.3], [-0.2, -1.1, -1.1], [-0.5, 0.1, -0.3], [0.5, 0.1, -0.3], [2.8, -1.0, -0.2], [-0.4, -0.8, -0.1], [-1.5, 0.2, 2.2], [0.1, -0.5, -0.9], [0.5, -0.1, 2.1], [-0.6, 0.1, -0.8], [0.1, 1.1, -0.9], [-0.4, 1.6, 0.1], [-2.4, -1.1, -0.8]],
  "spin_multiplicity": 1,
  "de_lowest_kcal_mol": 98.8,
  "lumo_ev": 0.6,
  "homo_lumo_gap_ha": 0.349
}

---

Entry 2:
{
  "formula": "C8H11NO",
  "method": "ωB97M-V/def2-TZVPD",
  "symbols": ["C", "C", "C", "C", "C", "C", "C", "C", "N", "O", "H", "H", "H", "H", "H", "H", "H", "H", "H", "H", "H"],
  "positions_angstrom": [[-2.3342, -0.5150, 0.4934], [2.8271, -1.0664, -1.1674], [2.0594, 0.2953, 1.4018], [1.5848, -0.8169, -0.7989], [1.1992, -0.0239, 0.3652], [-1.4774, -0.0365, 1.7280], [-0.6003, 0.5795, 0.6451], [-1.8314, 0.6975, -1.6488], [-1.5696, 0.2148, -0.2898], [-3.3401, -1.1955, 0.3154], [3.1155, -1.5043, -2.1381], [3.7247, -0.4669, -0.6820], [1.8778, 0.7766, 2.3453], [3.0489, -0.0834, 1.2429], [0.7770, -1.2140, -1.3662], [-1.9769, 0.8133, 2.2761], [-0.7858, -0.7162, 2.3886], [-0.2749, 1.6924, 0.7492], [-1.8750, 1.8337, -1.5762], [-1.2210, 0.2186, -2.4002], [-2.9279, 0.5173, -1.8833]],
  "forces_ev_per_angstrom": [[-2.4, -2.1, 2.5], [2.9, 2.0, -0.4], [-1.6, -1.2, -2.8], [-0.3, 0.2, 0.5], [-2.0, 1.6, 3.7], [1.8, -0.7, 1.5], [5.1, 1.9, -0.2], [-2.4, 1.2, 1.0], [0.4, 1.0, -3.8], [1.6, 1.2, 0.1], [-0.5, -0.2, 0.8], [-1.9, -1.6, -0.8], [-0.5, 0.3, -0.1], [0.6, 0.0, 0.3], [-0.6, -0.4, -0.4], [0.4, -1.3, -0.2], [-2.1, 0.9, -0.9], [-1.2, -1.7, -0.3], [1.0, -1.3, -0.6], [0.3, 0.4, -0.2], [1.3, -0.4, 0.3]],
  "spin_multiplicity": 1,
  "de_lowest_kcal_mol": 104.7,
  "lumo_ev": 0.4,
  "homo_lumo_gap_ha": 0.343
}

---

Entry 3:
{
  "formula": "C8H11NO",
  "method": "ωB97M-V/def2-TZVPD",
  "symbols": ["C", "C", "C", "C", "C", "C", "C", "C", "H", "H", "H", "H", "H", "H", "H", "H", "H", "H", "H", "N", "O"],
  "positions_angstrom": [[3.5278, -0.2554, 0.1167], [2.1415, -0.3095, 0.6386], [-0.1220, -0.2604, -0.4027], [-0.6364, -1.5050, -0.1768], [-2.0866, -1.5198, -0.0192], [-2.8117, -0.3274, 0.2563], [-2.0032, 0.9188, 0.1322], [-0.8032, 1.0519, -0.0294], [4.2287, -1.4008, -0.1664], [3.9256, 0.3366, 0.5635], [3.6567, -0.0187, -1.0381], [1.7236, 0.3488, 1.1999], [1.9649, -1.4629, 1.0372], [-0.2706, -2.5200, -0.4280], [-2.4768, -2.4971, 0.0811], [-3.7678, -0.1416, 0.4714], [-2.6881, 1.6855, 0.2536], [0.8282, 2.3090, -0.4107], [-0.3066, 2.9718, -0.5039], [-0.0064, 2.1559, 0.0019], [1.2486, -0.1826, -0.5208]],
  "forces_ev_per_angstrom": [[-5.3, -13.9, -12.8], [-0.6, -8.7, -4.8], [2.2, 0.7, 3.2], [-3.6, 0.3, -1.6], [-0.2, 2.1, 1.6], [7.6, -1.0, -2.4], [-11.8, -2.8, 2.0], [10.8, -3.8, -3.6], [-2.3, 3.3, 2.1], [9.8, 11.9, 9.3], [-1.2, 0.3, 2.4], [-1.2, 4.4, 4.7], [0.2, 3.0, -0.4], [0.7, 1.2, 0.4], [-0.9, -0.7, 0.0], [-3.7, -0.2, 0.7], [-0.7, 2.2, 0.5], [4.3, -2.2, -1.1], [-2.3, 0.6, 0.5], [-2.2, 3.0, 1.1], [0.5, 0.2, -1.7]],
  "spin_multiplicity": 1,
  "de_lowest_kcal_mol": 178.0,
  "lumo_ev": 1.0,
  "homo_lumo_gap_ha": 0.335
}

---

Entry 4:
{
  "formula": "C8H11NO3",
  "method": "ωB97M-V/def2-TZVPD",
  "symbols": ["C", "C", "C", "C", "C", "C", "C", "C", "N", "O", "O", "O", "H", "H", "H", "H", "H", "H", "H", "H", "H", "H", "H"],
  "positions_angstrom": [[-0.0196, 1.7377, 0.8055], [1.0547, 1.5987, -0.1022], [-1.3121, 1.1997, 0.7134], [1.9317, 0.5396, -0.1282], [-1.8803, 0.3061, -0.2588], [1.9499, -0.5547, 0.8696], [-1.1395, -0.0849, -1.5861], [3.1067, -1.5062, 0.7331], [-3.0254, -0.3592, -0.0098], [-3.7415, -0.1752, 0.9073], [-3.4054, -1.3793, -0.9625], [1.1634, -0.5246, 1.8187], [0.2687, 2.4911, 1.5850], [1.0608, 2.2570, -1.0322], [-2.0023, 1.4649, 1.4964], [2.7856, 0.6107, -0.7668], [-1.7999, -0.2490, -2.4974], [-0.5204, -0.9214, -1.3540], [-0.5420, 0.7998, -1.8935], [3.9866, -1.0448, 0.3145], [2.9868, -2.3261, 0.0765], [3.1650, -1.9955, 1.7142], [-4.0717, -1.8842, -0.4424]],
  "forces_ev_per_angstrom": [[-3.8, 0.1, 0.9], [2.0, -2.3, -3.2], [2.1, 1.6, 0.9], [-1.0, 2.0, 0.5], [-0.1, -2.3, -2.9], [-0.7, 1.3, 0.8], [-1.4, 1.9, -0.1], [-0.6, -0.4, 1.4], [3.9, 1.0, -2.6], [-2.9, -0.1, 3.0], [0.0, 0.4, 0.8], [1.2, -0.9, -1.1], [-0.9, -0.9, -0.3], [0.4, -0.3, 1.5], [0.0, 0.1, 0.3], [0.2, -0.2, -0.8], [0.5, -0.2, 1.6], [0.6, -0.6, -0.3], [-0.1, -0.8, 0.4], [0.5, 0.5, 0.6], [-0.9, -0.9, -1.1], [0.8, 0.4, -0.1], [0.4, 0.5, -0.3]],
  "spin_multiplicity": 1,
  "de_lowest_kcal_mol": 134.2,
  "lumo_ev": 0.0,
  "homo_lumo_gap_ha": 0.287
}

---

Entry 5:
{
  "formula": "C8H11NO3S",
  "method": "ωB97M-V/def2-TZVPD",
  "symbols": ["C", "C", "C", "C", "C", "C", "C", "C", "N", "O", "O", "O", "S", "H", "H", "H", "H", "H", "H", "H", "H", "H", "H", "H"],
  "positions_angstrom": [[-0.5350, -1.6762, -3.4356], [0.0423, -1.2747, -4.5716], [0.4469, 0.2928, -3.1228], [-0.2682, -0.6816, -2.4706], [-0.6615, -0.8549, -1.1054], [0.2307, 2.7676, 2.5400], [0.4551, -1.4636, 2.0074], [0.7675, 1.3688, 2.1924], [0.5120, -0.0024, -4.3708], [-1.1176, -1.8798, -0.6480], [-1.5818, 0.3244, 2.0860], [-0.2048, 0.1633, -0.2922], [-0.2497, 0.2413, 1.5810], [-1.2461, -2.4710, -3.3666], [0.1942, -1.8243, -5.5361], [0.9104, 1.0817, -2.6561], [0.3791, 2.9016, 3.6111], [0.6660, 3.5054, 1.9327], [-0.8298, 2.6867, 2.2616], [0.1894, -1.3665, 3.1013], [-0.0185, -2.2663, 1.5212], [1.5946, -1.4546, 2.0943], [1.5690, 1.3519, 1.2955], [1.0186, 0.4694, -5.0967]],
  "forces_ev_per_angstrom": [[-0.9, -0.5, 0.3], [-0.1, -0.8, -2.7], [-1.3, 0.1, 3.4], [-0.4, -0.3, -0.7], [1.3, -0.3, 2.6], [-1.2, -2.5, 0.1], [1.5, 3.0, 2.5], [2.1, 0.0, -3.5], [1.6, -1.3, -3.7], [-0.5, 0.4, -0.3], [-1.1, -0.4, -0.3], [-0.4, 0.3, 0.7], [1.3, -1.5, -0.1], [0.3, -0.6, 0.4], [-0.5, 1.0, 1.0], [0.8, 2.0, 0.6], [-0.2, 0.4, -0.2], [0.7, 1.0, -0.5], [0.0, 0.7, 0.7], [-0.1, -0.5, -1.1], [-0.5, -0.7, -0.9], [-1.6, 0.1, -0.9], [-0.9, 0.0, 2.4], [0.2, 0.3, 0.2]],
  "spin_multiplicity": 1,
  "de_lowest_kcal_mol": 112.3,
  "smiles": "CC=[S@@](C)(=O)OC(=O)c1cc[nH]c1",
  "lumo_ev": 0.6,
  "homo_lumo_gap_ha": 0.340
}

---

Entry 6:
{
  "formula": "C8H11NO4S",
  "method": "ωB97M-V/def2-TZVPD",
  "symbols": ["C", "C", "C", "C", "C", "C", "C", "C", "N", "O", "O", "O", "O", "S", "H", "H", "H", "H", "H", "H", "H", "H", "H", "H", "H"],
  "positions_angstrom": [[-0.1734, 0.7699, 1.9561], [-0.5964, 0.4517, 0.6704], [-0.5105, -0.9857, 0.2884], [-0.7704, 1.4915, -0.2096], [-0.5533, -1.8245, 1.5714], [0.0399, 1.9593, -3.4032], [2.0277, -3.0869, 1.4723], [-1.1558, 2.2352, -2.4598], [0.2729, 0.9498, 2.9998], [-0.3018, -1.5032, -0.7808], [-0.8891, 2.7239, 0.3265], [1.0748, -2.0037, 3.7762], [-0.9862, 1.2258, -1.4910], [1.1856, -1.6399, 2.3357], [-0.7515, 2.6689, 1.2538], [-1.2168, -1.3641, 2.2990], [-0.6057, -2.9269, 1.2864], [0.1628, 2.8583, -4.1605], [0.8089, 1.9281, -2.5746], [-0.1431, 0.9362, -3.9228], [2.5051, -3.6471, 2.1436], [1.2732, -3.7246, 0.9601], [2.6747, -2.7321, 0.7003], [-2.1001, 2.0531, -3.0116], [-1.2717, 3.1870, -2.0260]],
  "forces_ev_per_angstrom": [[0.0, 0.3, 0.7], [0.3, -0.7, -2.3], [0.4, -0.4, 1.6], [-1.0, -0.4, 0.7], [1.5, -1.4, -1.1], [-0.4, 1.2, -0.1], [-3.7, 1.8, -2.7], [-0.7, -1.1, -2.6], [-0.2, 0.7, 0.6], [-0.3, 0.5, -0.4], [-0.1, 0.0, -3.6], [-0.1, 0.0, -0.6], [-0.3, 0.2, 2.5], [0.5, -1.3, 0.0], [0.3, -0.1, 1.6], [-0.1, -0.7, 0.2], [-0.7, 1.6, 0.8], [0.0, -2.1, 1.5], [0.2, -0.1, -1.9], [0.7, 1.9, 0.9], [2.0, -1.9, 3.0], [0.4, 0.4, 0.4], [0.5, 0.5, -0.3], [0.3, -0.2, 0.6], [0.5, 1.3, 0.5]],
  "spin_multiplicity": 1,
  "de_lowest_kcal_mol": 85.3,
  "lumo_ev": 0.1,
  "homo_lumo_gap_ha": 0.326
}

---

Electronic energy: -12008.1172, -12007.8591, -12004.6815, -16101.3297, -26937.9373, -28986.0663 (eV)